[1]
12
Properties=species:S:1:pos:R:3:mulliken_charge:R:1 method="wB97M-V/def2-TZVPD" energy_ev=-284381.3981 relative_energy_kcal_mol=6.0 orbital_gap_ha=0.3572 homo_energy_ev=-9.6
Br 2.734 -0.125 1.476 -0.038
H -2.342 0.210 1.096 0.427
C -1.969 0.466 0.170 -1.159
Br 2.948 -0.258 -1.728 -0.036
C 1.829 -0.611 -0.229 -0.306
H -2.770 0.289 -0.593 0.283
C -0.669 -0.209 0.008 0.542
Br -0.938 -2.142 0.345 -0.216
C 0.520 0.304 -0.301 -0.108
H 1.463 -1.704 -0.094 0.375
H -1.714 1.622 0.428 0.274
Br 0.907 2.158 -0.580 -0.039

[2]
47
Properties=species:S:1:pos:R:3:mulliken_charge:R:1 method="wB97M-V/def2-TZVPD" energy_ev=-69012.5980 orbital_gap_ha=0.3192 homo_energy_ev=-9.3 smiles=OB(O)c1cnc2cc(CCC(F)(F)C(F)(F)S(F)(F)(F)(F)F)cc(C[C@H](O)C(F)(F)F)c2n1
H 0.384 -1.903 -0.865 0.370
H -1.425 -1.714 -2.238 0.401
F -4.618 0.616 -0.974 -0.306
C -0.042 1.330 -1.721 -0.359
H 3.516 -0.968 0.512 0.601
C -3.422 -0.028 -0.926 0.931
H -2.717 1.047 -2.555 0.499
C 0.570 -0.836 -0.901 -0.747
F -2.525 -2.120 -0.242 -0.265
C 2.179 -1.027 2.191 0.055
C 2.217 3.693 -0.331 -0.256
C 1.019 1.890 -0.993 0.155
H 2.390 4.764 -0.362 0.429
C 2.013 -2.370 2.937 0.757
F -4.093 -3.517 -1.509 -0.303
F -2.638 0.668 -0.056 -0.298
H -0.663 1.996 -2.305 0.451
C 2.467 -1.206 0.689 -1.844
O 3.162 -0.283 2.867 -0.625
H -3.457 -0.452 -3.024 0.450
F -5.015 -3.332 0.525 -0.302
O 3.978 4.396 2.323 -0.581
H 2.326 -2.240 0.390 0.658
H -1.153 -0.589 -3.526 0.529
F -6.126 -1.494 -0.166 -0.295
C -3.652 -1.398 -0.196 0.460
C 1.604 -0.335 -0.175 0.781
H 3.043 4.445 2.541 0.317
F 1.114 -2.244 3.929 -0.283
F -3.926 -1.139 1.085 -0.276
F -5.194 -1.710 -2.195 -0.308
B 4.243 3.504 1.318 0.591
S -5.093 -2.498 -0.814 1.374
N 2.883 1.569 0.506 -0.181
F 1.553 -3.357 2.127 -0.270
F 3.158 -2.816 3.473 -0.266
C -2.779 -0.013 -2.300 -1.047
C 3.072 2.869 0.462 -0.120
O 5.534 3.196 1.031 -0.479
C -1.397 -0.652 -2.462 -1.274
F -6.293 -3.402 -1.277 -0.278
C 1.848 1.056 -0.211 -0.031
H 3.652 0.225 2.211 0.375
N 1.230 3.233 -1.046 -0.652
H 1.219 -0.519 2.323 0.266
C -0.275 -0.012 -1.683 0.879
H 6.132 3.677 1.615 0.317

[3]
30
Properties=species:S:1:pos:R:3:mulliken_charge:R:1 method="wB97M-V/def2-TZVPD" energy_ev=-12731.9508 relative_energy_kcal_mol=83.8 orbital_gap_ha=0.3530 homo_energy_ev=-8.7 smiles="C=CC1(C(C)(C)C)C=CCC=C1"
H -2.900 -0.406 1.535 0.470
C -0.927 -1.944 0.197 -1.209
H 2.774 -0.355 1.858 0.366
H 2.680 -2.244 -0.249 0.289
H -2.383 1.221 1.111 0.384
C 0.939 0.027 1.141 -1.042
C 0.042 0.318 -0.077 1.507
H -0.660 2.504 -1.072 0.221
H 0.636 0.302 2.082 0.596
C 0.759 0.022 -1.343 -0.798
C 0.766 2.998 0.447 -0.758
C -1.288 -0.421 0.065 1.809
H 0.144 -2.014 -0.150 0.181
H -1.013 -2.439 1.161 0.340
H -1.673 -0.466 -2.042 0.498
C -0.011 2.139 -0.199 -0.404
H -1.480 0.214 2.246 0.317
H 1.411 2.813 1.302 0.291
C 2.743 -1.042 -0.174 -0.701
H 2.413 -0.556 -2.392 0.342
C 2.126 -0.413 0.986 -0.740
H 3.795 -0.727 -0.370 0.426
H -3.012 -1.268 -1.207 0.356
H -1.723 -2.534 -0.374 0.332
C -2.316 -0.380 -1.194 -1.626
C 2.007 -0.453 -1.374 -0.750
H 0.319 0.277 -2.284 0.343
H 0.666 4.053 0.382 0.315
C -2.043 0.233 1.248 -1.752
H -2.792 0.539 -1.260 0.398

[4]
8
Properties=species:S:1:pos:R:3:mulliken_charge:R:1 method="wB97M-V/def2-TZVPD" charge=-1 energy_ev=-71561.9218 relative_energy_kcal_mol=81.3 orbital_gap_ha="0.2707 / 0.2132" homo_energy_ev="-3.8 / -2.8"
C 1.005 -0.027 -0.247 -0.486
Se 1.254 1.859 -0.243 -0.546
O 0.707 -1.953 0.987 -0.678
H 1.150 -0.370 -1.316 0.332
C 0.685 -0.701 0.942 0.562
H -1.637 -0.362 -0.886 -0.015
O 0.238 -0.033 1.975 -0.371
H 0.351 0.897 1.818 0.202

[5]
50
Properties=species:S:1:pos:R:3:mulliken_charge:R:1 method="wB97M-V/def2-TZVPD" charge=+2 energy_ev=-120209.8458 relative_energy_kcal_mol=2.4 orbital_gap_ha=0.2240 homo_energy_ev=-13.5
C 1.088 -0.691 1.201 0.681
O -2.098 2.704 0.179 -0.446
H 1.736 -0.676 3.945 0.523
C -0.540 1.801 4.217 -0.919
C -3.682 1.408 -2.808 -0.625
O -3.156 3.859 -1.423 -0.397
N 0.704 -0.314 0.024 0.001
H -4.160 2.279 -3.234 0.581
C -3.898 0.128 -3.306 -0.636
C 2.490 -2.545 0.473 0.199
C -2.653 2.783 -0.914 -0.127
H -2.017 -3.178 -2.010 0.326
N -0.383 1.029 1.983 0.477
H 2.103 -1.940 2.423 0.108
H 0.739 0.816 5.628 0.473
C -2.848 1.534 -1.719 0.774
C 0.549 0.121 2.339 0.869
C 2.229 -2.337 -0.873 1.028
H -0.987 2.480 4.928 0.476
N 1.904 -1.707 1.465 0.056
C 3.909 -4.397 -0.079 -0.664
H -1.643 2.566 2.524 0.590
H 4.111 -4.824 -2.169 0.424
H 2.632 -2.984 -2.875 0.440
F 2.451 2.129 0.081 -0.428
Te 1.386 3.428 -0.721 1.974
C 2.817 -3.154 -1.822 -0.848
H -4.549 -0.023 -4.157 0.490
C 3.655 -4.189 -1.423 -0.747
F 2.569 4.693 -0.142 -0.337
N -2.231 0.489 -1.159 0.049
C -3.325 -0.964 -2.668 -0.892
H -3.568 -1.964 -3.000 0.376
C -1.939 -1.813 -0.656 0.557
H 4.560 -5.199 0.237 0.419
H 3.528 -3.725 1.926 0.422
F 2.293 3.284 -2.306 -0.362
O -1.665 -1.488 0.471 -0.479
C 3.327 -3.568 0.873 -0.779
F 0.326 4.772 -1.420 -0.382
C -0.916 1.855 2.887 -0.082
F 0.508 3.608 0.932 -0.502
O -1.861 -3.063 -1.063 -0.454
O 0.132 2.140 -1.207 -0.710
C 0.971 0.026 3.646 -0.794
H -2.995 4.634 -0.852 0.432
C -2.489 -0.750 -1.582 1.136
C 0.415 0.877 4.598 -0.661
Ga -0.720 1.072 0.062 0.547
S 1.192 -1.021 -1.454 -0.153

[6]
67
Properties=species:S:1:pos:R:3:mulliken_charge:R:1 method="wB97M-V/def2-TZVPD" charge=+4 energy_ev=-122778.0089 relative_energy_kcal_mol=24.1 orbital_gap_ha="0.2151 / 0.1790" homo_energy_ev="-20.0 / -19.3"
C -2.373 1.475 -2.537 -0.395
H 3.268 2.007 1.129 0.258
C -1.456 -3.536 1.017 -1.096
C 4.154 -0.861 0.361 -1.034
C -2.957 1.836 -1.389 -0.609
H -2.998 1.405 -8.550 0.468
C -0.252 0.329 3.436 0.476
H -1.608 2.118 -2.988 0.236
C -2.292 1.400 -6.519 -0.440
H -1.301 -0.210 -9.334 0.436
H -0.203 -3.876 -1.744 0.264
H -2.618 0.528 -3.033 0.376
H 3.411 -4.053 0.404 0.494
C 2.524 -3.407 0.434 -1.036
H 0.425 -0.078 5.346 0.198
H -0.011 4.082 0.233 0.382
O -0.085 0.167 2.199 -0.403
P -1.521 -2.342 -0.378 0.620
H -2.076 -4.429 0.839 0.434
C -1.185 -3.391 -1.839 -0.928
H 1.359 -0.795 4.048 0.155
N 0.581 -0.232 4.361 -0.368
P 2.780 -1.797 -0.385 0.488
H 3.139 -1.065 -2.687 0.296
P 1.509 2.343 -0.536 0.619
C -1.377 0.859 -5.626 0.550
H -1.153 -2.765 -2.742 0.217
Pb 0.518 -0.345 -0.334 1.101
H 2.250 -3.253 1.490 0.357
C 0.424 3.808 -0.739 -1.052
C -0.462 -0.123 -5.989 0.438
H 2.127 3.266 1.637 0.403
H -3.016 2.128 -6.160 0.456
H 4.286 0.125 -0.113 0.254
H 3.376 1.700 -1.968 0.294
H -2.740 2.798 -0.925 0.289
H 0.121 -0.244 -3.075 -0.069
H -0.406 3.558 -1.416 0.163
H -0.422 -3.858 1.206 0.286
C 3.065 -2.035 -2.171 -0.955
H -1.954 -4.166 -1.965 0.456
N -1.247 1.058 3.982 -0.378
H 1.916 2.069 -2.910 0.281
H 3.963 -2.613 -2.418 0.497
C 2.686 2.872 0.776 -1.100
Se 0.569 -0.873 -4.460 0.228
H 1.687 -3.968 -0.011 0.258
H -1.317 1.149 4.988 0.193
C 2.528 2.395 -2.057 -1.033
C -2.274 0.999 -7.856 -0.390
H 3.386 3.648 0.426 0.442
H 2.910 3.407 -2.253 0.457
H 5.116 -1.388 0.306 0.484
H -1.403 1.185 -4.596 -0.381
C -0.409 -0.476 -7.362 -0.407
H 2.204 -2.544 -2.633 0.227
C -1.320 0.073 -8.280 -0.580
H -3.877 -2.875 -0.855 0.465
H 3.938 -0.654 1.421 0.364
H -3.733 1.232 -0.922 0.309
H 0.340 -1.183 -7.709 0.443
H -1.927 1.522 3.391 0.216
H 0.974 4.673 -1.142 0.452
H -1.815 -3.041 1.931 0.379
H -3.451 -1.188 -1.298 0.206
H -3.704 -1.614 0.406 0.383
C -3.308 -1.982 -0.551 -1.091

[7]
7
Properties=species:S:1:pos:R:3:mulliken_charge:R:1 method="wB97M-V/def2-TZVPD" energy_ev=-17450.5968 relative_energy_kcal_mol=54.6 orbital_gap_ha="0.3189 / 0.3029" homo_energy_ev="-9.4 / -9.0"
F -1.699 -0.493 -0.702 -0.199
N 1.299 -0.512 -0.071 0.771
C -0.896 0.187 0.158 -0.205
H -1.155 -0.225 1.063 0.361
I -0.934 2.251 -0.203 0.150
O 1.663 -1.094 0.823 -0.453
O 1.721 -0.114 -1.067 -0.426

[8]
10
Properties=species:S:1:pos:R:3:mulliken_charge:R:1 method="wB97M-V/def2-TZVPD" energy_ev=-16522.2870 spin_multiplicity=3 relative_energy_kcal_mol=43.9 orbital_gap_ha="0.2451 / 0.2822" s2=2.01 homo_energy_ev="-6.0 / -9.6"
H -1.160 1.127 -1.670 0.361
C 0.466 0.947 -0.145 -0.133
H 0.914 2.869 -0.926 0.358
H 0.830 -0.152 1.478 0.276
C 0.291 2.011 -0.869 -0.017
O -0.991 2.125 -1.497 -0.384
H -1.603 -1.838 1.907 0.166
N 0.998 -0.036 0.432 -0.444
S -0.668 -2.832 1.376 -0.316
H 0.343 -2.461 2.187 0.134

[9]
11
Properties=species:S:1:pos:R:3:mulliken_charge:R:1 method="wB97M-V/def2-TZVPD" charge=+2 energy_ev=-6259.9988 spin_multiplicity=2 relative_energy_kcal_mol=0.0 orbital_gap_ha="0.4853 / 0.3612" s2=0.76 homo_energy_ev="-22.7 / -23.4"
O 0.645 0.342 -0.936 -0.031
H -0.793 -1.572 0.064 0.334
H 0.884 -0.892 -2.506 0.403
C -0.415 -1.799 -0.923 -0.733
H 0.584 3.099 2.052 0.456
H 0.406 1.363 2.038 0.451
H -1.195 -1.918 -1.686 0.333
C 0.457 -0.694 -1.496 0.343
H -0.834 2.505 2.365 0.458
H 0.202 -2.705 -0.989 0.345
O 0.059 2.269 2.018 -0.360

[10]
12
Properties=species:S:1:pos:R:3:mulliken_charge:R:1 method="wB97M-V/def2-TZVPD" energy_ev=-7327.1381 relative_energy_kcal_mol=49.5 orbital_gap_ha=0.3882 homo_energy_ev=-9.8 smiles="CC#CC(C)=O"
O 0.958 -1.848 0.215 -0.520
H -2.917 1.052 -0.940 0.314
H 2.941 -0.414 0.978 0.311
C 1.130 -0.688 -0.081 0.696
H -2.834 -0.715 -0.634 0.270
C -0.966 0.183 -0.944 0.140
C 0.221 -0.051 -1.042 -0.195
C -2.340 0.249 -0.486 -0.953
C 2.090 0.195 0.670 -0.893
H 2.410 1.066 0.095 0.317
H 1.578 0.544 1.575 0.255
H -2.272 0.426 0.595 0.258